Below is a structure of composition C28H27As2F5N2RuS4 at a distorted geometry, with properties calculated with ωB97M-V/def2-TZVPD.

Geometry as XYZ:
```
69
Properties=species:S:1:pos:R:3:lowdin_spin:R:1
Ru 0.15 0.55 0.24 3.446
S -0.95 -0.32 2.48 0.226
C -0.39 0.75 3.75 0.031
C -1.16 0.88 4.92 0.014
C -0.72 1.68 5.95 0.006
C 0.49 2.37 5.85 0.008
C 1.25 2.26 4.70 0.006
C 0.82 1.44 3.66 0.020
As 1.77 1.29 1.99 0.128
C 2.57 -0.49 2.06 0.024
C 3.42 -0.84 1.00 0.009
C 3.99 -2.09 0.95 -0.001
C 3.71 -3.02 1.95 0.009
C 2.89 -2.68 3.01 0.002
C 2.31 -1.41 3.07 0.008
C 3.33 2.41 2.27 0.040
C 4.46 1.90 2.90 0.008
C 5.52 2.74 3.19 0.002
C 5.46 4.08 2.84 0.001
C 4.35 4.59 2.20 0.000
C 3.28 3.75 1.91 0.004
H -2.10 0.35 4.99 0.002
H -1.32 1.77 6.85 0.000
H 0.82 3.00 6.67 0.000
H 2.19 2.79 4.61 0.000
H 3.63 -0.10 0.24 0.000
H 4.66 -2.35 0.14 0.000
H 4.14 -4.01 1.90 0.000
H 2.69 -3.39 3.80 0.000
H 1.67 -1.14 3.90 0.001
H 4.49 0.85 3.16 0.001
H 6.40 2.34 3.69 0.000
H 6.29 4.73 3.08 0.000
H 4.31 5.64 1.93 0.000
H 2.40 4.14 1.39 0.001
F 4.36 -0.36 -6.40 0.006
C 3.72 0.02 -5.31 0.019
C 4.39 0.11 -4.10 -0.003
F 5.68 -0.20 -4.03 -0.002
C 3.71 0.53 -2.97 0.025
F 4.38 0.62 -1.82 0.009
C 2.36 0.85 -3.00 0.071
S 1.48 1.36 -1.59 0.378
C 1.71 0.75 -4.23 0.027
F 0.41 1.06 -4.31 0.008
C 2.37 0.34 -5.37 -0.002
F 1.72 0.24 -6.53 -0.002
N -1.42 -3.73 -0.79 0.020
C -0.65 -2.97 -0.01 0.036
N -0.61 -3.21 1.29 0.009
S 0.33 -1.79 -0.76 0.152
H -1.96 -4.50 -0.42 0.001
H -1.43 -3.56 -1.78 0.001
H -1.27 -3.83 1.72 0.001
H -0.14 -2.54 1.89 0.001
C -2.44 3.35 -2.90 0.003
As -2.03 3.34 -1.01 0.031
C -0.43 4.38 -0.70 0.005
C -3.45 4.35 -0.16 0.011
S -2.16 1.40 -0.13 0.190
H -2.63 4.38 -3.21 0.000
H -3.33 2.74 -3.06 0.000
H -1.61 2.94 -3.47 0.000
H -0.63 5.42 -0.96 0.000
H 0.38 3.99 -1.31 0.001
H -0.16 4.30 0.35 0.001
H -3.54 5.33 -0.63 0.001
H -3.23 4.46 0.89 0.000
H -4.38 3.81 -0.27 0.001
```

Computed properties:
<S²>	8.777
LUMO energy (alpha / beta)	-1.90 / -4.54	eV
net charge	+1
frontier orbital gap (alpha / beta)	7.732 / 5.465	eV
spin multiplicity	6